# 1
C8H9BrCoI2LuO4S | ωB97M-V with the def2-TZVPD basis set

Expectation value of S²: 6.04
Electronic energy (eV): -184907.5928
Energy relative to the best compared isomer or geometry (same formula, charge and spin) (eV): 0.0000
Charge: +4
Orbital gap (alpha / beta) (eV): 7.6052 / 5.1116
Spin multiplicity: 5
LUMO energy (alpha / beta) (eV): -17.059 / -18.939

CARTESIAN COORDINATES (ANGSTROEM)
I -3.4539 0.5108 -1.9989
I 0.9072 -0.4578 3.6583
Co 0.8957 -0.1929 1.2079
Lu -0.9742 0.2861 -0.7168
S -1.2639 -1.4920 0.9678
C -0.3177 -1.2766 -2.5050
C 0.0537 1.6260 -2.3457
C -1.3185 -3.2291 0.4325
C -1.4407 -3.8407 1.8302
C -0.0707 -3.7212 -0.2915
C -2.5852 -3.4513 -0.3998
C 2.0919 1.0704 1.0240
C 1.9930 -1.4475 0.7145
O 0.3811 2.4417 -3.1191
O -0.1121 -2.0605 -3.3312
O 2.9803 1.8345 1.0464
O 2.8164 -2.2541 0.6117
H -1.4443 -4.9185 1.7417
H -2.3656 -3.4948 2.3163
H -0.5890 -3.5197 2.4570
H -0.3689 -4.5065 -0.9891
H 0.6322 -4.1513 0.4380
H 0.4484 -2.9547 -0.8654
H -2.6886 -4.5220 -0.5758
H -2.5439 -2.9329 -1.3658
H -3.4720 -3.0855 0.1381
Br -0.9450 2.0799 1.1180

Atomic partial charges in e from the natural (NBO) method, atoms 1 to 2: I 0.61; I 0.73

# 2
C8H9BrN4O2S | ωB97M-V with the def2-TZVPD basis set

Electronic energy (eV): -99370.6048
Energy relative to the best compared isomer or geometry (same formula, charge and spin) (eV): 2.4058
Orbital gap (alpha / beta) (eV): 7.0018 / 6.1160
LUMO energy (alpha / beta) (eV): -0.600 / -0.540

CARTESIAN COORDINATES (ANGSTROEM)
C 2.4892 -1.0677 0.2784
C 2.3725 1.1879 -0.0517
C 1.1007 -1.0986 0.5614
C 3.1430 0.0960 -0.0613
C 0.3829 0.1745 0.4199
C -0.7521 1.0082 -2.5139
C -1.0265 0.4096 0.4927
C -2.4464 -1.4754 -0.0129
N 1.1170 1.3098 0.2000
N -1.0186 -0.0860 -2.5440
N -1.5265 1.6944 0.4699
N 0.6010 -2.3009 0.9552
O -2.7799 3.7569 0.5715
O -1.9091 -0.5234 0.9341
S -3.0324 2.3334 0.6231
Br 5.0564 0.3222 -0.0557
H 2.9806 -2.0684 0.3960
H 2.8161 2.2456 -0.2732
H -0.3344 1.9216 -2.6315
H -3.0676 -2.1405 0.5044
H -1.4388 -1.9807 -0.4626
H -3.0306 -1.0149 -0.9151
H -0.6840 2.4139 0.4014
H 1.1834 -3.0435 1.2588
H -0.1958 -2.0738 1.4550

Atomic partial charges in e from the natural (NBO) method, atoms 1 to 2: C -0.25; C 0.00

# 3
C8H9BrS2 | ωB97M-V with the def2-TZVPD basis set

Electronic energy (eV): -100152.8520
Energy relative to the best compared isomer or geometry (same formula, charge and spin) (eV): 0.6292
SMILES: C[C@]1(Br)C=CC=C[C@@H]1C(=S)S
Orbital gap (eV): 8.4471
LUMO energy (eV): -0.304

CARTESIAN COORDINATES (ANGSTROEM)
C -0.8465 2.0526 -0.4194
C 0.3866 1.7480 0.0335
C -2.0284 1.2591 -0.0710
C 0.4834 0.6112 1.0495
C 1.9600 0.4109 1.3334
C -1.8418 0.0537 0.4715
C -0.4784 -0.5870 0.7171
C -0.0821 -1.3776 -0.5500
S 2.7940 1.2016 2.4895
S 2.8174 -0.7055 0.2940
Br -0.6914 -1.8826 2.2294
H -0.8747 2.9380 -1.0525
H 1.1506 2.4432 -0.0764
H -3.0030 1.5094 -0.2493
H 0.0381 1.1963 1.8834
H -2.7335 -0.6227 0.6494
H 0.2134 -0.7618 -1.4593
H -1.1563 -1.7579 -0.7732
H 0.5926 -2.1620 -0.3060
H 4.0993 -0.4096 0.7258

Atomic partial charges in e from the natural (NBO) method, atoms 1 to 2: C -0.23; C -0.15

# 4
C8H9ClFN2O2 | ωB97M-V with the def2-TZVPD basis set

Electronic energy (eV): -30753.3118
Energy relative to the best compared isomer or geometry (same formula, charge and spin) (eV): 0.9223
Charge: -1
Orbital gap (alpha / beta) (eV): 7.5769 / 7.3117
LUMO energy (alpha / beta) (eV): 3.118 / 2.847

CARTESIAN COORDINATES (ANGSTROEM)
C 2.3670 -0.1976 -0.3232
C 1.2400 0.5280 -0.4161
C 0.3227 -0.4979 -0.4569
C 1.0341 2.0871 -0.5850
C -2.3034 0.8198 1.6874
C 3.0598 -2.6033 -0.2119
C -2.6443 1.2307 0.2960
C -2.5364 0.0801 -0.5746
N 0.7724 -1.6798 -0.5274
N 2.1262 -1.4820 -0.3670
O -0.1021 2.5670 -0.8926
O 2.0352 2.7812 -0.3803
F -2.8835 0.2847 -1.9176
Cl -3.5955 -1.2965 -0.2047
H 3.3640 0.2594 -0.2019
H -2.7883 -0.0835 1.8201
H -2.6546 1.6857 2.2804
H -1.2368 0.5891 1.6037
H 4.1408 -2.2094 -0.3393
H 2.8817 -3.2142 0.7125
H 3.0108 -3.4088 -1.0051
H -2.0425 2.0342 -0.1782
H -3.5671 1.7259 0.1816

Atomic partial charges in e from the natural (NBO) method, atoms 1 to 2: C 0.00; C -0.36

# 5
C8H9F | ωB97M-V with the def2-TZVPD basis set

Electronic energy (eV): -11156.3446
Energy relative to the best compared isomer or geometry (same formula, charge and spin) (eV): 0.2141
SMILES: C[C@]12C=CC=C[C@H]1[C@@H]2F
Orbital gap (eV): 9.4253
LUMO energy (eV): 1.012

CARTESIAN COORDINATES (ANGSTROEM)
C 1.0055 -1.3234 0.9663
C 1.6436 0.1436 -0.9915
C -0.0711 -0.6575 1.2176
C 0.2646 0.5869 -1.0726
C 1.8218 -0.9407 -0.2115
C -0.7289 -0.5333 -1.1003
C -0.6511 0.2496 0.1806
C -1.6631 1.2900 0.6903
F -1.8379 -0.4069 -1.8882
H 1.4906 -2.0393 1.6047
H 2.4042 0.5633 -1.4526
H -0.4214 -0.4492 2.2019
H -0.0205 1.4280 -1.7017
H 2.8132 -1.3911 -0.1289
H -0.4349 -1.5138 -0.9098
H -1.9579 1.1103 1.7075
H -2.5334 1.6981 0.2040
H -1.1233 2.1852 0.6843

Atomic partial charges in e from the natural (NBO) method, atoms 1 to 2: C -0.25; C -0.17

# 6
C8H9F2N2O | ωB97M-V with the def2-TZVPD basis set

Electronic energy (eV): -18893.3735
Energy relative to the best compared isomer or geometry (same formula, charge and spin) (eV): 2.1971
Charge: +1
Orbital gap (alpha / beta) (eV): 7.5290 / 7.5300
LUMO energy (alpha / beta) (eV): -5.619 / -5.619

CARTESIAN COORDINATES (ANGSTROEM)
C -1.8246 -0.2471 -1.2422
C -1.2807 1.8236 -0.3512
C -1.4153 -0.8625 -0.0575
C -0.5823 -0.0899 0.7769
C -1.7489 -2.1518 0.4315
C 2.8427 -0.3626 -0.7203
C 0.5955 2.1813 1.1166
C 1.7823 -1.1315 -0.8745
N -1.8195 1.0589 -1.2613
N -0.4237 1.2602 0.5151
O -1.0982 -2.7499 1.3525
F 0.9300 -1.1359 -1.8939
F 1.2171 -1.9146 0.0930
H -2.0618 -0.7963 -2.1142
H -1.5216 2.8842 -0.3879
H -2.6828 -2.6614 0.2584
H -0.2794 -2.3108 1.5407
H 3.3278 0.3588 -1.2820
H 3.3896 -0.4511 0.2206
H 0.1019 3.0968 1.5537
H 1.1653 1.7123 1.8813
H 1.3867 2.4893 0.4448

Atomic partial charges in e from the natural (NBO) method, atoms 1 to 2: C 0.19; C 0.33

# 7
C8H9FOS | ωB97M-V with the def2-TZVPD basis set

Electronic energy (eV): -24035.9105
Energy relative to the best compared isomer or geometry (same formula, charge and spin) (eV): 3.9454
SMILES: C#CC#CCF.CSC(C)=O
Orbital gap (eV): 8.9767
LUMO energy (eV): 0.675

CARTESIAN COORDINATES (ANGSTROEM)
C -0.0643 3.2638 2.8818
C 0.1170 2.4520 1.6773
C 0.2345 1.7983 0.6693
C 0.3976 1.0358 -0.4725
C 0.5388 0.3716 -1.4677
C -1.0049 -1.5445 -2.8637
C -0.0228 -1.6031 -0.3276
C 0.8456 -2.1281 0.7912
H -0.1805 2.6182 3.7542
H 0.8099 3.9058 3.0366
H 0.6660 -0.2151 -2.3486
H -0.7157 -0.4947 -2.9106
H -0.9965 -1.9759 -3.8661
H -2.0056 -1.6200 -2.4365
H 1.9030 -2.0585 0.5166
H 0.6583 -1.5348 1.6887
H 0.6175 -3.1811 0.9867
O -0.7886 -0.6765 -0.2132
F -1.1839 4.0652 2.7731
S 0.1746 -2.4783 -1.8688

Atomic partial charges in e from the natural (NBO) method, atoms 1 to 2: C -0.01; C 0.00

# 8
C8H9MoN2O4S6 | ωB97M-V with the def2-TZVPD basis set

Electronic energy (eV): -86449.4898
Charge: +3
Orbital gap (alpha / beta) (eV): 5.7101 / 5.7087
LUMO energy (alpha / beta) (eV): -13.129 / -13.132

CARTESIAN COORDINATES (ANGSTROEM)
Mo -0.0518 0.3037 0.2708
O 1.2775 4.8608 4.8647
C 0.9259 4.0688 4.0898
S 0.2141 4.4945 2.4531
C -0.0511 2.9152 1.9871
C 0.2758 1.8256 2.9680
S -0.0139 0.2073 2.6220
S 0.9014 2.2598 4.4431
S -0.7152 2.5725 0.4944
C 3.1937 -1.1076 -1.9606
S 1.6397 -0.7484 -1.2774
O 1.0931 -1.7580 -0.3747
O 0.6412 -0.2241 -2.1930
O 1.7465 0.4853 -0.2325
H 3.3254 -2.1886 -1.8689
H 3.9464 -0.5706 -1.3777
H 3.1773 -0.7746 -2.9994
C -2.4855 0.3764 -3.2462
N -2.6132 -1.0367 -2.8326
C -3.0183 -2.0514 -3.6665
C -3.0678 -3.1938 -2.9317
N -2.6916 -2.8484 -1.6641
C -2.4131 -1.5410 -1.6106
S -2.0357 -0.7056 -0.1361
H -2.3367 0.4044 -4.3203
H -1.6271 0.8242 -2.7640
H -3.3957 0.9146 -2.9957
H -3.2435 -1.8869 -4.7082
H -3.3454 -4.1976 -3.2110
H -2.6518 -3.4835 -0.8771

Atomic partial charges in e from the natural (NBO) method, atoms 1 to 2: Mo 0.73; O -0.31